{
  "formula": "C29H46Cl2F7N4O6PS",
  "method": "wB97M-V/def2-TZVPD",
  "elements": ["C", "C", "N", "C", "C", "C", "P", "N", "O", "O", "C", "S", "O", "O", "C", "F", "F", "C", "F", "F", "C", "F", "F", "F", "C", "C", "C", "C", "C", "C", "N", "C", "C", "C", "O", "C", "C", "C", "N", "C", "C", "O", "H", "H", "H", "H", "H", "H", "H", "H", "H", "H", "H", "H", "H", "H", "H", "H", "H", "H", "H", "H", "H", "H", "H", "H", "H", "H", "H", "H", "H", "H", "H", "H", "H", "H", "H", "H", "H", "H", "H", "H", "H", "H", "Cl", "C", "C", "C", "C", "C", "C", "Cl", "H", "H", "H", "H"],
  "xyz": [[4.263490, 1.135097, 2.693896], [4.864074, 1.967038, 1.576173], [4.582812, 1.326859, 0.289253], [3.236993, 1.674858, -0.248345], [2.330901, 0.462397, -0.344372], [0.857807, 0.736169, -0.685880], [0.640720, 1.903229, -2.144947], [1.965615, 1.463218, -3.147176], [1.129046, 3.351895, -1.514285], [0.411299, -0.545497, -1.182624], [-0.882382, -0.856452, -0.760274], [-1.037580, -2.617882, -0.362274], [-0.914561, -3.305647, -1.612643], [-2.228915, -2.913237, 0.375760], [0.512313, -3.093352, 0.587478], [1.079977, -2.007657, 1.180546], [1.387856, -3.564247, -0.335160], [0.292732, -4.216629, 1.630359], [0.047543, -5.360587, 0.938712], [-0.762149, -3.950479, 2.439897], [1.548908, -4.462502, 2.539799], [1.430462, -3.684600, 3.647538], [2.698667, -4.142345, 1.926385], [1.573083, -5.758851, 2.927123], [-1.416328, 0.288853, 0.151183], [-2.298434, -0.067454, 1.343039], [-1.676044, -0.836430, 2.510915], [-0.958542, -0.003744, 3.570812], [-1.832937, 1.044191, 4.246048], [-1.188952, 1.506346, 5.549673], [-1.619986, 2.864583, 5.913720], [-2.329135, 1.073239, -0.838755], [-2.864467, 2.426417, -0.349527], [-4.390974, 2.481801, -0.411069], [-4.812264, 3.760711, -0.826889], [-6.211783, 3.870970, -0.815526], [-0.075737, 0.960380, 0.504019], [-0.126375, 2.320105, 1.195113], [1.034499, 2.506415, 2.086609], [5.551299, 1.676454, -0.684720], [5.540488, 0.817886, -1.927095], [6.333450, 2.596687, -0.556332], [3.187098, 1.041540, 2.594325], [4.687555, 0.139395, 2.636403], [4.465459, 1.560681, 3.671152], [4.524685, 3.001689, 1.614316], [5.934949, 1.997566, 1.723145], [2.800244, 2.417227, 0.403417], [3.361039, 2.174866, -1.201290], [2.714273, -0.185832, -1.122113], [2.368544, -0.054110, 0.609378], [2.687146, 2.175814, -3.091766], [1.637845, 1.483085, -4.102438], [0.776480, 4.058344, -2.051724], [-1.471175, -0.863318, -1.678205], [-2.766457, 0.818250, 1.758405], [-3.112362, -0.664409, 0.946111], [-1.012994, -1.628909, 2.191681], [-2.494602, -1.330824, 3.026697], [-0.036229, 0.439979, 3.213723], [-0.663038, -0.698827, 4.356501], [-2.832060, 0.655918, 4.415371], [-1.958130, 1.916016, 3.604750], [-0.109021, 1.462082, 5.403996], [-1.487454, 0.817182, 6.330650], [-1.408262, 3.474772, 5.132477], [-1.001378, 3.187864, 6.647517], [-3.132013, 0.386810, -1.091821], [-1.791855, 1.257825, -1.760015], [-2.598681, 2.627513, 0.675155], [-2.496775, 3.216176, -0.993529], [-4.781772, 2.302467, 0.597167], [-4.811503, 1.701600, -1.046227], [-6.695311, 2.999202, -1.252774], [-6.596907, 4.039453, 0.189418], [-6.476106, 4.730291, -1.420609], [0.386537, 0.308499, 1.245985], [-0.099409, 3.128191, 0.475554], [-1.030862, 2.417902, 1.776356], [1.535375, 3.348974, 1.863713], [0.764863, 2.504552, 3.055794], [4.707307, 0.128433, -1.884105], [5.371021, 1.476361, -2.772121], [6.483520, 0.305580, -2.037858], [-2.340505, -2.642639, -4.359247], [-1.634912, -3.847049, -5.372114], [-1.221422, -5.035491, -4.788798], [-0.654054, -6.028988, -5.567455], [-0.498407, -5.836433, -6.933430], [-0.906974, -4.648920, -7.515266], [-1.474143, -3.651452, -6.736146], [-1.966182, -2.179826, -7.500763], [-1.343361, -5.175886, -3.723910], [-0.332543, -6.953243, -5.107733], [-0.057674, -6.610742, -7.546110], [-0.785892, -4.493409, -8.577749]],
  "forces_ev_per_a": [[-0.2, 0.0, -0.2], [-0.1, -0.4, 0.5], [0.5, 1.0, -0.4], [0.1, -0.4, 0.3], [-0.1, 0.6, 0.1], [0.7, 0.2, 0.1], [-0.7, -0.5, -0.8], [-0.2, 0.5, 0.1], [0.4, -0.3, 0.5], [0.1, -0.3, -0.1], [-0.3, 0.8, -0.2], [-0.7, -0.7, -1.0], [0.6, 0.0, 0.0], [0.2, 0.4, 0.6], [0.9, 0.0, -0.4], [-0.5, -0.5, 0.0], [-0.5, 0.3, 0.6], [-0.2, -0.6, 0.0], [0.0, 0.6, 0.4], [0.7, -0.2, -0.5], [0.0, 0.1, 0.9], [0.3, -0.6, -0.8], [-0.7, -0.5, 0.4], [0.2, 1.2, -0.3], [0.0, 0.3, -0.8], [0.4, -0.7, 0.2], [0.0, 0.4, 0.2], [-0.4, -0.3, 0.3], [0.3, 0.3, -0.1], [-0.4, 0.4, -0.5], [0.3, -0.2, 0.0], [0.5, 0.4, 0.5], [-0.9, -0.5, -0.4], [0.1, 0.2, 0.6], [0.2, -0.1, -0.2], [-0.1, 0.4, -0.2], [0.1, -0.1, 0.7], [0.8, 0.3, 0.0], [-0.1, -0.4, -0.3], [0.3, 0.2, 0.0], [-0.9, 0.5, 0.2], [-0.1, -0.6, 0.2], [-0.2, 0.1, 0.0], [0.1, -0.2, 0.1], [0.1, 0.1, 0.2], [-0.1, 0.2, -0.1], [0.3, 0.0, -0.2], [0.0, 0.1, 0.2], [0.0, 0.0, -0.2], [0.0, -0.3, -0.1], [0.1, -0.2, 0.1], [0.3, -0.2, 0.1], [0.0, -0.2, -0.2], [-0.2, 0.4, -0.1], [-0.5, -0.5, 0.0], [0.0, 0.4, -0.1], [-0.2, -0.1, 0.0], [0.0, 0.0, -0.1], [-0.2, -0.2, 0.0], [0.2, 0.1, -0.1], [0.2, -0.2, 0.1], [-0.2, -0.1, 0.1], [0.0, 0.2, -0.2], [0.3, -0.2, 0.2], [0.2, -0.1, 0.3], [-0.1, 0.1, -0.1], [-0.2, 0.1, 0.3], [-0.3, 0.0, 0.0], [0.1, -0.1, -0.2], [0.3, 0.2, 0.1], [0.2, 0.3, 0.0], [-0.2, -0.2, 0.1], [0.0, 0.0, -0.4], [-0.1, -0.2, 0.0], [0.0, -0.1, 0.2], [0.0, 0.2, -0.1], [-0.2, -0.1, 0.2], [-0.3, 0.1, -0.2], [-0.3, -0.1, 0.0], [0.0, 0.2, 0.2], [0.0, 0.2, 0.2], [0.1, -0.4, -0.1], [0.2, 0.1, -0.3], [0.2, -0.1, 0.0], [-0.1, 0.2, -0.1], [0.0, 0.0, 0.2], [0.1, -0.2, 0.0], [0.0, 0.0, -0.1], [0.0, 0.0, 0.1], [0.1, -0.1, 0.0], [0.0, 0.0, -0.1], [0.0, 0.0, 0.0], [0.0, 0.1, 0.0], [0.0, 0.0, 0.0], [0.0, 0.0, 0.0], [0.0, 0.1, 0.0]],
  "lowdin_charge": [-0.081, -0.235, -0.059, -0.168, -0.107, -0.465, 0.952, -0.140, -0.285, -0.094, -0.291, 0.799, -0.293, -0.249, -0.421, 0.111, 0.119, -0.349, 0.151, 0.141, -0.486, 0.153, 0.179, 0.168, -0.314, -0.114, -0.169, -0.199, -0.208, -0.293, -0.009, -0.138, -0.132, -0.237, -0.179, -0.119, -0.190, -0.192, 0.045, -0.487, 0.015, 0.080, 0.039, 0.075, 0.071, 0.117, 0.112, 0.093, 0.088, 0.108, 0.108, 0.032, 0.027, 0.049, 0.128, 0.107, 0.119, 0.066, 0.126, 0.085, 0.120, 0.120, 0.089, 0.102, 0.112, 0.053, 0.060, 0.119, 0.055, 0.084, 0.118, 0.125, 0.118, 0.086, 0.087, 0.086, 0.118, 0.100, 0.083, 0.071, 0.059, 0.065, 0.082, 0.088, 0.700, -0.676, -0.099, -0.080, -0.085, -0.114, -0.688, 0.666, 0.103, 0.106, 0.104, 0.104],
  "smiles": "CCN(CC[C@@]1(P(N)O)O[C@@H](S(=O)(=O)C(F)(F)C(F)(F)C(F)(F)F)[C@](CCCCCN)(CCCOC)[C@@H]1CN)C(C)=O.Clc1ccccc1Cl",
  "total_energy_ev": -113254.923,
  "homo_lumo_gap_ev": 9.1,
  "homo_ev": -8.824
}